DFT (ωB97M-V/def2-TZVPD) results for CH4I2OSi as an isolated structure in a non-equilibrium geometry.

Results
- LUMO level (spin up / spin down) (eV) = -0.7 / -0.7
- spin multiplicity = 1
- HOMO energy (spin up / spin down) (eV) = -8.249 / -8.250
- E (Ha) = -1000.46247
- frontier orbital gap (spin up / spin down) (eV) = 7.55 / 7.55

Each line ends with the natural charge from an NBO analysis.
Geometry (Å):
C (2.516, 0.667, -0.602)  -0.829
O (-0.668, 0.279, 0.835)  -1.220
Si (-2.032, -0.257, 0.121)  1.172
I (0.928, 1.395, 0.529)  1.072
I (3.597, -0.911, 0.227)  0.146
H (2.367, 0.392, -1.609)  0.185
H (-1.679, -1.719, -0.143)  -0.182
H (-2.438, 0.762, -0.841)  -0.175
H (-2.592, -0.609, 1.483)  -0.168

Cartesian forces (eV/Å) of the 2 atoms listed first:
-0.685 0.718 2.255
0.825 0.657 0.545